# 1
{"formula": "CH8NO", "method": "ωB97M-V/def2-TZVPD", "largest_force_ev_per_a": 0.4, "charge": 1, "lumo_ev": -3.8, "e_tot_ev": -4697.66725, "symbols": ["H", "O", "N", "H", "H", "H", "H", "H", "H", "H", "C"], "positions_angstrom": [[1.502, 1.642, 0.123], [-0.477, -0.686, -0.504], [1.738, 0.658, 0.003], [-1.718, 0.768, 0.245], [-1.716, -0.740, 1.187], [-0.489, -1.632, -0.688], [-2.557, -0.694, -0.398], [0.852, 0.097, -0.235], [2.396, 0.579, -0.772], [2.177, 0.333, 0.863], [-1.709, -0.326, 0.176]], "nbo_charge": [0.4420, -0.7637, -0.8898, 0.1935, 0.1915, 0.5074, 0.2102, 0.4760, 0.4446, 0.4436, -0.2554]}

# 2
{"formula": "CH8NO2", "method": "ωB97M-V/def2-TZVPD", "largest_force_ev_per_a": 4.2, "charge": 1, "lumo_ev": -3.5, "e_tot_ev": -6744.31858, "symbols": ["O", "H", "N", "H", "H", "O", "H", "H", "H", "H", "C", "H"], "positions_angstrom": [[-2.084, -1.176, 0.355], [-2.000, -1.762, 1.117], [-0.164, 0.931, 0.329], [0.570, -0.857, -0.823], [-0.953, 0.162, 0.302], [1.940, 0.126, -0.038], [-3.086, -1.022, 0.184], [-0.463, 1.802, -0.186], [0.739, 0.821, -1.692], [2.639, 0.106, -0.722], [0.747, 0.265, -0.700], [0.373, 1.045, 1.185]], "nbo_charge": [-0.9745, 0.5086, -0.7554, 0.2157, 0.4962, -0.7092, 0.5220, 0.4513, 0.2041, 0.5077, 0.0681, 0.4654]}

# 3
{"formula": "CH8NO2", "method": "ωB97M-V/def2-TZVPD", "largest_force_ev_per_a": 3.3, "charge": 1, "lumo_ev": -5.5, "e_tot_ev": -6743.63343, "symbols": ["N", "O", "H", "H", "O", "H", "H", "H", "H", "C", "H", "H"], "positions_angstrom": [[0.020, -0.153, -1.427], [2.376, 0.928, 1.122], [-3.108, -1.745, -0.006], [-2.611, -1.227, 1.173], [-2.267, -1.451, 0.247], [2.228, 0.533, 1.964], [1.080, 1.036, -0.419], [-0.842, 1.534, -0.367], [0.681, -0.978, -1.279], [0.022, 0.855, -0.600], [-0.927, -0.426, -1.677], [3.348, 1.093, 1.270]], "nbo_charge": [-0.6024, -0.9650, 0.4776, 0.4836, -0.9588, 0.4811, 0.2629, 0.2549, 0.4679, 0.1676, 0.4340, 0.4965]}

# 4
{"formula": "CH8NO3", "method": "ωB97M-V/def2-TZVPD", "largest_force_ev_per_a": 0.9, "charge": -1, "lumo_ev": 4.4, "e_tot_ev": -8800.32993, "symbols": ["O", "O", "C", "H", "H", "H", "H", "N", "H", "H", "H", "O", "H"], "positions_angstrom": [[-0.149, -2.172, 0.799], [0.217, -0.051, -2.791], [0.011, 1.125, 0.317], [-0.912, 1.345, -0.240], [-0.406, -0.777, -2.768], [0.643, 1.996, 0.225], [-0.351, 0.027, 1.968], [-0.399, 1.017, 1.749], [0.540, 0.075, -1.852], [-0.345, -2.773, 0.076], [0.139, -1.263, 0.360], [0.668, 0.024, -0.155], [0.343, 1.426, 2.313]], "nbo_charge": [-1.0547, -1.0214, 0.1201, 0.0953, 0.4474, 0.0969, 0.3636, -0.8932, 0.5161, 0.4375, 0.5017, -0.9342, 0.3249]}

# 5
{"formula": "CH8NO3", "method": "ωB97M-V/def2-TZVPD", "largest_force_ev_per_a": 1.6, "charge": -1, "lumo_ev": 4.5, "e_tot_ev": -8799.94810, "symbols": ["C", "H", "H", "O", "N", "H", "H", "H", "H", "O", "H", "H", "O"], "positions_angstrom": [[1.071, 0.882, -0.003], [1.261, 1.528, 0.887], [-1.811, -0.136, 1.027], [-0.465, -1.994, -0.441], [1.727, 1.568, -1.157], [1.711, -0.002, 0.234], [-1.145, -1.332, 1.546], [-0.354, -0.956, -0.269], [1.009, 1.753, -1.840], [-1.815, -0.692, 1.825], [1.985, 2.509, -0.856], [-0.990, -2.219, -1.195], [-0.187, 0.511, -0.296]], "nbo_charge": [0.1376, 0.0654, 0.4940, -1.0734, -0.8925, 0.0847, 0.4835, 0.5053, 0.3490, -0.9884, 0.3180, 0.4499, -0.9332]}

# 6
{"formula": "CH8NO3", "method": "ωB97M-V/def2-TZVPD", "largest_force_ev_per_a": 0.6, "charge": -1, "lumo_ev": 4.5, "e_tot_ev": -8800.35194, "symbols": ["O", "H", "O", "C", "H", "N", "H", "H", "H", "H", "O", "H", "H"], "positions_angstrom": [[1.550, 0.296, 2.230], [-1.232, 1.775, -0.797], [-0.613, -2.135, 0.350], [-0.731, 0.795, -0.804], [1.082, 1.551, -1.051], [0.484, 0.992, -1.649], [0.957, 0.098, -1.695], [-0.547, -1.070, 0.330], [0.703, 0.367, 1.717], [-1.395, 0.090, -1.352], [-0.470, 0.352, 0.450], [-1.329, -2.469, -0.188], [1.540, -0.643, 2.459]], "nbo_charge": [-1.0049, 0.0999, -1.0686, 0.1242, 0.3392, -0.8895, 0.3392, 0.4984, 0.5191, 0.0930, -0.9367, 0.4366, 0.4502]}

Which relative energy (zero: lowest compared OMol25 entry of this formula, charge and spin) belongs to each record? In order, 36.4 97.3 163.4 13.7 50.5 11.6 kJ/mol.
Which Kohn-Sham gap belongs to each record? In order, 11.805 11.953 10.291 8.313 8.155 8.570 eV.